Formula: C31H49BrN2OP2Ru
Source: the OMol25 dataset
Level of theory: wB97M-V/def2-TZVPD

- max |F| (eV Å⁻¹) = 4.9
- HOMO-LUMO gap (alpha / beta) (hartree) = 0.2119 / 0.1635
- <S²> = 6.0705
- total energy (eV) = -129121.0874

```
! wB97M-V def2-TZVPD RIJCOSX def2/J DEFGRID3
* xyz 4 5
C -0.566 6.844 -5.995
C -0.733 5.472 -6.320
C -1.053 5.241 -7.676
C -1.198 6.303 -8.586
N -1.034 7.559 -8.217
C -0.728 7.851 -6.970
C -0.639 4.346 -5.366
C -0.580 3.491 -4.494
C -0.522 2.626 -3.346
C 0.361 2.671 -2.249
C 0.323 1.676 -1.288
C -0.661 0.710 -1.354
C -1.747 0.786 -2.198
C -1.698 1.806 -3.239
Ru -0.732 0.335 -4.125
P 1.904 -1.138 -1.240
H -1.222 4.240 -8.081
H -0.324 7.199 -4.992
H -1.449 6.145 -9.627
H -0.612 8.897 -6.756
H -2.602 2.000 -3.827
H 0.993 3.563 -2.071
H -2.707 0.438 -1.856
H 0.974 1.704 -0.427
C 2.358 -2.599 -0.334
C 3.302 -3.503 -1.087
H 1.454 -3.128 -0.018
H 2.780 -2.225 0.602
H 3.533 -4.331 -0.419
H 2.839 -3.903 -1.993
H 4.220 -2.965 -1.331
C 1.923 -1.176 -3.015
C 2.940 -0.257 -3.712
H 0.832 -0.913 -3.422
H 2.180 -2.241 -3.245
H 2.874 -0.369 -4.793
H 2.802 0.793 -3.460
H 3.967 -0.509 -3.461
C 2.991 0.171 -0.625
C 4.422 -0.365 -0.592
H 2.652 0.501 0.369
H 2.905 1.043 -1.286
H 5.104 0.451 -0.348
H 4.550 -1.141 0.171
H 4.751 -0.777 -1.555
Br -0.103 -1.196 -0.274
P -1.678 -1.670 -3.200
C -0.447 -3.144 -3.476
C -0.451 -4.595 -4.014
H 0.038 -3.181 -2.484
H 0.237 -2.633 -4.170
H 0.579 -4.800 -4.366
H -0.666 -5.340 -3.236
H -1.123 -4.736 -4.865
C -3.090 -2.516 -1.896
C -4.375 -3.349 -2.198
H -3.440 -1.596 -1.371
H -2.518 -3.089 -1.137
H -4.850 -3.650 -1.242
H -5.128 -2.767 -2.744
H -4.177 -4.280 -2.735
C -2.565 -0.998 -4.683
C -2.894 -1.699 -6.001
H -1.911 -0.128 -5.224
H -3.457 -0.546 -4.218
H -3.329 -0.880 -6.595
H -1.946 -2.009 -6.445
H -3.607 -2.524 -5.937
O -1.694 0.804 0.535
C -1.530 0.971 1.754
C -0.173 0.915 2.437
C 0.105 2.285 3.033
C -0.545 2.467 4.415
C -2.073 2.567 4.422
C -2.778 1.326 3.886
N -2.663 1.241 2.447
H -0.171 0.125 3.195
H 0.571 0.606 1.696
H 1.188 2.453 3.096
H -0.258 3.042 2.325
H -0.221 1.642 5.060
H -0.137 3.390 4.836
H -2.397 2.704 5.463
H -2.383 3.454 3.844
H -2.373 0.416 4.359
H -3.850 1.382 4.100
H -3.511 1.050 1.925
*
```